ORCA calculation (ωB97M-V/def2-TZVPD) on C5H10O in the gas phase.

For the gap between HOMO and LUMO, the calculation gives 9.44 eV. The value obtained for the energy above the lowest of the compared OMol25 structures with the same formula, charge and spin is 13.17 kcal per mole. The value obtained for the total energy is -7394.1941 eV. As for the structure (SMILES): C/C=C(\O)CC.

Element x y z (Å)
C: -0.722 0.504 -2.388
C: 0.245 0.276 -1.255
C: -0.073 0.265 0.044
O: -1.336 0.521 0.506
C: 0.878 0.053 1.188
C: 0.499 -1.109 2.111
H: -0.277 1.134 -3.166
H: -1.017 -0.441 -2.863
H: -1.654 1.000 -2.085
H: -1.803 0.993 -0.193
H: 1.284 0.108 -1.523
H: 0.871 0.982 1.775
H: 1.892 -0.081 0.798
H: 0.517 -2.064 1.577
H: 1.202 -1.173 2.949
H: -0.505 -0.968 2.523

ORCA calculation (ωB97M-V/def2-TZVPD) on a molecular structure, C27H21F3N2O5PS3 at a distorted geometry.

For the gap between HOMO and LUMO, the calculation gives 5.21 eV. The value obtained for the energy above the lowest of the compared OMol25 structures with the same formula, charge and spin is 57.05 kcal per mole. The value obtained for the total energy is -91499.9866 eV. The charge is -1.

Element x y z (Å)
C: 5.127 -2.009 4.794
C: 3.918 -1.942 5.484
C: 2.773 -1.406 4.885
C: 2.811 -0.893 3.576
P: 1.279 -0.404 2.669
C: 0.010 -1.445 3.421
C: -0.785 -0.999 4.484
C: -1.678 -1.883 5.090
C: -1.767 -3.205 4.644
C: -0.959 -3.650 3.590
C: -0.075 -2.767 2.972
C: 0.754 1.431 2.990
C: 2.053 2.082 2.708
N: 3.060 2.664 2.607
O: 1.476 -0.581 1.214
C: 4.030 -0.986 2.875
C: 5.171 -1.518 3.488
H: 6.007 -2.454 5.256
H: 3.854 -2.329 6.499
H: 1.836 -1.423 5.433
H: -0.710 0.028 4.841
H: -2.297 -1.525 5.911
H: -2.466 -3.894 5.124
H: -1.019 -4.681 3.247
H: 0.559 -3.097 2.146
H: 0.444 1.499 4.071
H: 4.080 -0.670 1.835
H: 6.107 -1.566 2.934
F: -4.543 3.832 0.815
C: -4.020 3.231 1.930
F: -4.434 3.910 3.027
F: -4.457 1.960 2.038
S: -2.322 3.418 1.810
N: -1.377 2.077 0.411
S: 0.147 2.874 0.722
C: -0.162 2.681 2.570
C: 0.115 3.985 3.312
C: -0.513 4.278 4.477
C: -1.597 3.506 4.945
C: -2.090 2.450 4.247
C: -1.560 2.170 2.877
O: 1.170 2.072 0.169
O: 0.093 4.279 0.461
S: -1.805 1.934 -1.244
C: -3.624 1.978 -1.493
C: -4.373 0.899 -1.043
C: -5.741 0.882 -1.284
C: -6.342 1.886 -2.042
C: -5.561 2.928 -2.548
C: -4.188 2.976 -2.294
O: -1.313 3.082 -1.977
O: -1.404 0.596 -1.550
H: 0.857 4.672 2.891
H: -0.224 5.159 5.042
H: -2.100 3.790 5.872
H: -2.934 1.874 4.562
H: -1.830 1.197 2.463
H: -3.880 0.104 -0.496
H: -6.330 0.072 -0.881
H: -7.415 1.862 -2.233
H: -6.022 3.718 -3.141
H: -3.564 3.777 -2.691

ORCA calculation (ωB97M-V/def2-TZVPD) on a molecular structure, C31H48IrN2SSi3 at a distorted geometry.

For the gap between HOMO and LUMO (alpha / beta), the calculation gives 7.11 / 7.11 eV. The value obtained for the total energy is -73210.4140 eV. The charge is +1.

Element x y z (Å)
Ir: 1.006 0.108 0.110
C: 1.507 1.796 2.429
C: 2.407 2.474 1.414
N: 2.004 2.056 0.046
C: 3.130 2.042 -0.910
C: 4.190 0.997 -0.575
S: 3.533 -0.590 0.036
C: 3.761 -0.460 1.837
C: 2.447 -0.530 2.604
N: 1.357 0.356 2.120
H: 1.902 1.934 3.440
H: 0.514 2.235 2.384
H: 2.335 3.557 1.527
H: 3.448 2.204 1.580
H: 1.355 2.768 -0.283
H: 2.697 1.830 -1.887
H: 3.608 3.027 -0.955
H: 4.751 0.759 -1.478
H: 4.915 1.351 0.156
H: 4.372 -1.305 2.150
H: 4.331 0.439 2.058
H: 2.057 -1.544 2.540
H: 2.643 -0.309 3.658
H: 0.502 0.009 2.550
C: 2.670 -3.844 -0.976
Si: 1.190 -2.789 -1.445
C: -0.103 -3.891 -2.236
C: 1.786 -1.581 -2.776
C: 0.398 -1.876 0.000
Si: -0.445 -3.011 1.258
C: -2.217 -3.335 0.772
C: 0.455 -4.653 1.375
C: -0.424 -2.417 3.047
H: 3.223 -4.083 -1.889
H: 2.402 -4.785 -0.496
H: 3.361 -3.314 -0.321
H: 0.274 -4.274 -3.188
H: -1.038 -3.362 -2.437
H: -0.339 -4.750 -1.605
H: 1.761 -2.086 -3.745
H: 2.830 -1.307 -2.599
H: 1.196 -0.666 -2.884
H: -0.496 -1.364 -0.438
H: -2.271 -3.924 -0.145
H: -2.771 -2.409 0.614
H: -2.726 -3.897 1.560
H: 0.335 -5.267 0.481
H: 0.035 -5.216 2.214
H: 1.525 -4.537 1.564
H: -0.866 -1.448 3.228
H: 0.563 -2.475 3.513
H: -1.056 -3.129 3.589
C: -2.781 0.316 -4.604
C: -2.053 -0.671 -3.958
C: -1.497 -0.420 -2.710
C: -1.647 0.817 -2.077
C: -2.392 1.796 -2.749
C: -2.954 1.549 -3.993
Si: -1.100 1.199 -0.313
C: -2.579 0.824 0.784
C: -3.790 0.398 0.230
C: -4.904 0.159 1.025
C: -4.839 0.366 2.393
C: -3.657 0.817 2.964
C: -2.547 1.037 2.163
C: -0.803 3.067 -0.261
C: -1.068 3.833 0.878
C: -0.722 5.177 0.944
C: -0.101 5.791 -0.136
C: 0.155 5.058 -1.286
C: -0.196 3.714 -1.346
H: -3.213 0.125 -5.577
H: -1.916 -1.639 -4.424
H: -0.949 -1.221 -2.236
H: -2.553 2.764 -2.289
H: -3.531 2.322 -4.484
H: -3.866 0.247 -0.840
H: -5.826 -0.182 0.571
H: -5.707 0.188 3.014
H: -3.605 0.992 4.032
H: -1.635 1.396 2.632
H: -1.582 3.386 1.723
H: -0.950 5.750 1.834
H: 0.161 6.840 -0.089
H: 0.616 5.534 -2.143
H: 0.001 3.159 -2.259

ORCA calculation (ωB97M-V/def2-TZVPD) on a molecular structure, C35H44N8OPSV.

For the gap between HOMO and LUMO (alpha / beta), the calculation gives 7.78 / 8.48 eV. As for the multiplicity: 3. The value obtained for the energy above the lowest of the compared OMol25 structures with the same formula, charge and spin is 0.52 kcal per mole. The expectation value of S² is 2.0481. The value obtained for the total energy is -96779.0431 eV. The charge is +2.

Element x y z (Å)
V: -0.202 0.324 -0.813
C: -2.607 0.686 2.846
C: -1.365 1.062 3.615
C: -1.546 1.731 4.823
C: -0.481 2.063 5.641
C: 0.806 1.709 5.267
C: 1.013 1.045 4.071
C: -0.056 0.733 3.222
P: 0.231 -0.200 1.678
C: 2.020 -0.570 1.611
C: 2.811 0.582 1.511
C: 4.184 0.513 1.382
C: 4.792 -0.733 1.314
C: 4.017 -1.876 1.381
C: 2.628 -1.832 1.536
C: 1.889 -3.143 1.609
C: -0.796 -1.670 1.871
C: -1.099 -2.232 3.108
C: -2.013 -3.268 3.188
C: -2.640 -3.721 2.031
C: -2.340 -3.154 0.802
C: -1.404 -2.125 0.702
C: -1.023 -1.543 -0.623
H: -3.152 -0.099 3.374
H: -2.405 0.305 1.846
H: -3.275 1.546 2.769
H: -2.554 1.986 5.129
H: -0.657 2.580 6.574
H: 1.647 1.937 5.907
H: 2.018 0.749 3.812
H: 2.333 1.556 1.563
H: 4.777 1.419 1.349
H: 5.867 -0.814 1.220
H: 4.499 -2.845 1.334
H: 2.597 -3.968 1.546
H: 1.171 -3.253 0.793
H: 1.337 -3.249 2.540
H: -0.631 -1.848 4.008
H: -2.253 -3.711 4.145
H: -3.371 -4.517 2.092
H: -2.837 -3.515 -0.091
H: -1.818 -1.711 -1.353
H: -0.115 -2.042 -1.010
N: -2.588 -1.310 -4.050
C: -1.278 -1.325 -3.786
S: -0.469 0.152 -3.477
N: -0.674 -2.512 -3.772
C: 0.729 -2.756 -3.626
C: 1.623 -2.235 -4.550
C: 2.967 -2.565 -4.450
C: 3.412 -3.398 -3.429
C: 2.509 -3.914 -2.509
C: 1.161 -3.598 -2.610
H: -3.036 -0.416 -4.155
H: -3.066 -2.117 -4.422
H: -1.258 -3.336 -3.825
H: 1.269 -1.605 -5.355
H: 3.663 -2.191 -5.190
H: 4.459 -3.666 -3.369
H: 2.846 -4.581 -1.727
H: 0.444 -4.013 -1.910
N: 3.647 -0.184 -2.258
C: 2.819 0.701 -1.713
N: 3.191 1.994 -1.655
O: 1.698 0.332 -1.286
H: 4.571 0.063 -2.569
H: 3.320 -1.127 -2.410
H: 4.114 2.282 -1.933
H: 2.696 2.593 -1.018
C: -2.735 1.744 -0.994
N: -1.293 2.148 -0.772
C: -0.924 3.101 -1.893
N: -1.803 4.238 -1.935
C: -3.175 3.768 -2.148
N: -3.607 2.887 -1.055
C: -3.507 3.626 0.210
N: -2.136 4.089 0.448
C: -1.247 2.957 0.503
C: -1.738 4.959 -0.662
H: -3.030 1.093 -0.167
H: -2.767 1.185 -1.931
H: -0.981 2.560 -2.834
H: 0.103 3.432 -1.722
H: -3.226 3.226 -3.093
H: -3.846 4.624 -2.199
H: -3.821 2.976 1.028
H: -4.174 4.486 0.174
H: -1.511 2.310 1.332
H: -0.220 3.303 0.644
H: -0.720 5.315 -0.498
H: -2.405 5.819 -0.702

Q: total energy of number 3 (C31H48IrN2SSi3)?
A: -73210.4140 eV

Q: Number 3 is which compound?
A: C31H48IrN2SSi3

Q: What is the formula in the second record?
A: C27H21F3N2O5PS3

Q: Look up the total energy of the third one.
A: -73210.4140 eV